Record 1
The following is a quantum chemistry calculation of a 8-piece molecular cluster, C8H30N7O10 overall, from OMol25.

Summary:
Energy relative to the best compared isomer or geometry (same formula, charge and spin)   0.00 kcal/mol
Largest force on an atom   1.699 eV/Å
Calculated total energy   -39695.136 eV
Net charge   -1

Positions of all 55 atoms, in Å:
1 O 13.194 22.106 13.911
2 C 13.063 23.241 13.158
3 O 12.196 24.068 13.550
4 O 13.838 23.423 12.202
5 H 13.992 21.693 13.529
6 C 10.127 26.757 15.420
7 O 9.983 26.049 16.397
8 N 10.642 26.330 14.239
9 N 9.754 28.104 15.401
10 H 10.750 26.944 13.452
11 H 10.921 25.364 14.153
12 H 9.698 28.547 14.498
13 H 9.001 28.345 16.022
14 C 14.271 26.527 15.401
15 O 14.379 27.475 16.163
16 N 13.602 25.378 15.770
17 N 14.822 26.436 14.142
18 H 13.271 24.814 14.999
19 H 13.131 25.465 16.651
20 H 14.928 27.270 13.590
21 H 14.511 25.658 13.572
22 C 9.101 21.686 14.191
23 O 7.995 21.265 13.896
24 N 9.366 22.364 15.350
25 N 10.221 21.435 13.450
26 H 8.591 22.493 15.971
27 H 10.269 22.754 15.552
28 H 11.096 21.920 13.575
29 H 10.183 20.834 12.649
30 C 14.370 22.417 7.913
31 C 14.202 23.931 7.896
32 C 12.874 24.441 7.365
33 O 12.575 24.064 6.013
34 C 13.369 24.721 5.060
35 N 14.450 24.484 9.229
36 H 14.173 22.063 6.899
37 H 13.628 21.988 8.595
38 H 15.340 22.102 8.287
39 H 14.995 24.295 7.232
40 H 12.946 25.538 7.395
41 H 11.997 24.142 7.938
42 H 12.847 24.634 4.106
43 H 14.378 24.312 4.972
44 H 13.422 25.797 5.276
45 H 14.271 25.489 9.222
46 H 13.738 24.217 9.913
47 O 15.763 20.963 13.445
48 H 15.940 20.496 12.623
49 H 15.759 20.281 14.125
50 O 12.747 19.208 14.749
51 H 11.881 18.842 14.948
52 H 12.576 20.145 14.592
53 O 11.819 25.742 11.199
54 H 10.899 25.477 11.284
55 H 12.297 25.090 11.746

---

Record 2
The following is a quantum chemistry calculation of a 2-piece molecular cluster, C2H4INO2 overall, from OMol25.

Summary:
Energy relative to the best compared isomer or geometry (same formula, charge and spin)   28.09 kcal/mol
Largest force on an atom   4.843 eV/Å
Calculated total energy   -15823.070 eV

Positions of all 10 atoms, in Å:
1 C -0.605 0.984 -0.659
2 C -0.383 -0.356 0.009
3 N 0.981 -0.691 0.395
4 O 0.567 1.763 -0.600
5 O -1.695 1.291 -0.944
6 I -1.872 -0.757 1.617
7 H -0.721 -1.371 -0.973
8 H 1.221 1.063 -0.432
9 H 1.449 -0.287 1.219
10 H 1.059 -1.638 0.368

---

Record 3
The following is a quantum chemistry calculation of a 6-piece molecular cluster, C6H24N2O5 overall, from OMol25.

Summary:
Energy relative to the best compared isomer or geometry (same formula, charge and spin)   3.83 kcal/mol
Largest force on an atom   2.970 eV/Å
Calculated total energy   -19813.475 eV
Net charge   +2

Positions of all 37 atoms, in Å:
1 C 1.546 0.350 -2.205
2 C 1.494 0.362 -0.673
3 C 0.071 0.711 -0.227
4 C -0.055 0.650 1.266
5 C 0.748 1.127 2.191
6 C -2.394 1.001 1.848
7 N -1.402 0.237 1.700
8 N 1.976 -0.961 -0.150
9 H 1.667 1.390 -2.494
10 H 2.410 -0.189 -2.589
11 H 0.607 0.035 -2.657
12 H 2.168 1.155 -0.349
13 H -0.415 1.568 -0.651
14 H -0.505 -0.131 -0.631
15 H 1.675 1.611 1.908
16 H 0.486 1.242 3.236
17 H -3.326 0.543 2.171
18 H -2.445 2.046 1.626
19 H -1.398 -0.791 1.679
20 H 1.551 -1.807 -0.532
21 H 2.008 -1.092 0.875
22 H 2.986 -0.924 -0.324
23 H 0.258 3.785 -1.007
24 H 1.430 4.266 -0.304
25 O 0.819 3.513 -0.264
26 H -3.202 0.672 -3.092
27 H -1.958 -0.052 -3.426
28 O -2.516 0.142 -2.658
29 H 1.507 -2.712 2.780
30 H 2.378 -1.621 3.350
31 O 1.757 -1.792 2.626
32 H -2.569 -1.461 -1.765
33 H -3.098 -2.794 -1.540
34 O -2.283 -2.306 -1.344
35 H -0.997 -2.389 -0.171
36 H -0.531 -3.095 1.158
37 O -0.448 -2.289 0.638

---

Record 4
The following is a quantum chemistry calculation of a 2-piece molecular cluster, C6H14N2O2 overall, from OMol25.

Summary:
Energy relative to the best compared isomer or geometry (same formula, charge and spin)   28.29 kcal/mol
Largest force on an atom   3.150 eV/Å
Calculated total energy   -13524.398 eV
SMILES   CNC(C)=O.CNC(C)=O

Positions of all 24 atoms, in Å:
1 C -2.265 0.267 -2.351
2 C -0.842 1.409 0.872
3 C -1.956 1.143 -1.219
4 O -2.784 1.952 -0.787
5 N -0.824 0.970 -0.493
6 H -3.153 -0.299 -2.080
7 H -0.040 0.444 -0.846
8 H -0.923 2.517 0.888
9 H -2.402 0.931 -3.216
10 H -1.471 -0.366 -2.727
11 H -1.668 1.197 1.529
12 H 0.055 1.252 1.451
13 C 2.793 0.206 -0.138
14 C 0.288 -2.138 1.685
15 C 1.120 -1.477 0.579
16 O 0.893 -1.747 -0.589
17 N 2.011 -0.503 0.931
18 H 1.968 -0.022 1.815
19 H 2.476 1.264 -0.062
20 H 0.151 -3.167 1.328
21 H 3.837 0.055 0.091
22 H 2.470 -0.258 -1.075
23 H 0.893 -2.030 2.603
24 H -0.627 -1.599 1.810

---

Record 5
The following is a quantum chemistry calculation of C43H29ClN11STi as an isolated structure, from OMol25.

Summary:
⟨S²⟩   0.81
Energy relative to the best compared isomer or geometry (same formula, charge and spin)   19.66 kcal/mol
Largest force on an atom   8.055 eV/Å
Calculated total energy   -107926.302 eV
Spin multiplicity   2

Positions of all 86 atoms, in Å:
1 Ti 10.985 11.316 13.519
2 C 11.446 7.517 18.733
3 C 10.140 7.153 18.472
4 C 9.470 7.537 17.268
5 C 10.225 8.385 16.445
6 C 9.869 9.156 15.261
7 N 8.734 9.002 14.609
8 C 8.463 9.699 13.449
9 C 7.279 9.510 12.784
10 C 6.180 8.555 12.941
11 C 5.360 8.279 11.915
12 C 5.548 8.983 10.708
13 C 6.499 9.927 10.492
14 C 7.418 10.169 11.537
15 C 8.586 10.925 11.620
16 N 9.189 11.555 10.636
17 C 10.461 11.890 10.606
18 N 11.460 11.777 11.543
19 C 12.596 12.415 11.225
20 N 13.703 12.617 11.804
21 C 13.851 12.073 13.080
22 N 12.951 11.440 13.841
23 C 13.689 10.929 14.896
24 N 13.161 10.207 15.868
25 C 11.897 9.746 15.805
26 N 10.962 10.001 14.934
27 C 11.540 8.783 16.745
28 C 12.205 8.329 17.875
29 C 15.042 11.290 14.737
30 C 16.231 11.035 15.449
31 C 17.350 11.719 15.127
32 C 17.394 12.655 14.106
33 C 16.318 12.896 13.281
34 C 15.178 12.161 13.616
35 C 12.344 12.970 9.911
36 C 13.025 13.859 9.085
37 C 12.399 14.214 7.830
38 C 11.187 13.760 7.544
39 C 10.425 12.965 8.386
40 C 10.967 12.586 9.599
41 N 9.245 10.674 12.794
42 H 11.865 7.115 19.608
43 H 9.614 6.576 19.254
44 H 8.437 7.309 17.047
45 H 5.854 7.962 13.797
46 H 4.557 7.555 11.996
47 H 4.867 8.701 9.909
48 H 6.559 10.531 9.598
49 H 13.290 8.583 18.156
50 H 16.173 10.393 16.295
51 H 18.180 11.463 15.780
52 H 18.284 13.237 14.026
53 H 16.321 13.625 12.454
54 H 14.093 14.004 9.280
55 H 12.836 15.011 7.243
56 H 10.772 14.141 6.632
57 H 9.451 12.484 8.173
58 C 14.623 10.831 9.120
59 C 14.469 9.433 9.814
60 C 13.209 9.054 10.558
61 N 13.118 8.950 11.833
62 N 11.852 8.482 12.284
63 C 11.037 8.189 11.214
64 N 9.772 7.718 11.335
65 S 11.744 8.704 9.683
66 H 15.618 10.762 8.663
67 H 14.720 11.614 9.861
68 H 13.812 11.048 8.427
69 H 15.249 9.359 10.465
70 H 14.706 8.623 9.078
71 H 9.438 7.447 12.266
72 H 8.989 8.117 10.827
73 Cl 7.489 12.519 14.826
74 C 8.143 13.385 13.428
75 C 7.288 13.977 12.521
76 C 7.820 14.877 11.590
77 C 9.146 15.253 11.569
78 C 10.002 14.558 12.462
79 C 9.593 13.667 13.437
80 C 10.491 13.040 14.429
81 H 6.238 13.621 12.417
82 H 7.137 15.382 10.862
83 H 9.509 15.904 10.764
84 H 11.052 14.824 12.508
85 H 9.996 12.691 15.318
86 H 11.294 13.742 14.754

---

Record 6
The following is a quantum chemistry calculation of a 2-piece molecular cluster, C4H7OP overall, from OMol25.

Summary:
Energy relative to the best compared isomer or geometry (same formula, charge and spin)   91.68 kcal/mol
Largest force on an atom   3.716 eV/Å
Calculated total energy   -15593.462 eV

Positions of all 13 atoms, in Å:
1 C 0.951 0.854 -0.419
2 C 0.878 0.611 1.014
3 C 0.645 -0.509 0.004
4 C -0.744 -0.966 -0.255
5 O -3.141 -0.082 0.690
6 P -2.074 0.342 -0.228
7 H 0.222 1.447 -0.756
8 H 1.924 1.138 -0.744
9 H 1.750 0.291 1.531
10 H -0.006 0.890 1.565
11 H 1.495 -1.148 -0.168
12 H -0.904 -2.015 -0.169
13 H -0.996 -0.852 -2.066

---

Record 7
The following is a quantum chemistry calculation of C22H19BN5O2Zr as an isolated structure, from OMol25.

Summary:
Energy relative to the best compared isomer or geometry (same formula, charge and spin)   0.00 kcal/mol
Largest force on an atom   2.460 eV/Å
Calculated total energy   -36600.647 eV
Net charge   +3

Positions of all 50 atoms, in Å:
1 Zr -0.006 0.569 -0.563
2 C 1.692 2.694 1.288
3 N 2.004 1.426 0.564
4 C 2.557 0.333 1.424
5 C 1.558 -0.779 1.570
6 N 0.318 -0.644 1.103
7 C -0.299 -1.893 1.209
8 C -1.559 -2.295 0.775
9 C -1.886 -3.619 1.000
10 C -1.000 -4.487 1.655
11 C 0.253 -4.085 2.084
12 C 0.598 -2.766 1.827
13 N 1.757 -2.010 2.036
14 C 0.211 2.927 1.331
15 N -0.632 2.211 0.578
16 C -1.928 2.686 0.868
17 C -3.169 2.287 0.382
18 C -4.271 2.957 0.874
19 C -4.142 3.994 1.809
20 C -2.913 4.393 2.297
21 C -1.807 3.710 1.810
22 N -0.437 3.821 2.065
23 H 2.172 3.536 0.787
24 H 2.085 2.670 2.305
25 H 2.713 1.641 -0.128
26 H 2.849 0.717 2.404
27 H 3.461 -0.070 0.965
28 H -2.253 -1.590 0.323
29 H -2.850 -3.997 0.686
30 H -1.314 -5.507 1.833
31 H 0.920 -4.771 2.590
32 H 2.601 -2.366 2.467
33 H -3.263 1.497 -0.356
34 H -5.261 2.687 0.531
35 H -5.034 4.498 2.154
36 H -2.824 5.197 3.015
37 H -0.024 4.481 2.712
38 O -0.451 -0.092 -3.581
39 B -1.014 0.485 -2.644
40 O 1.152 -0.525 -1.577
41 C 1.461 -1.149 -2.752
42 C 2.534 -2.012 -2.907
43 C 2.776 -2.590 -4.144
44 C 1.967 -2.309 -5.239
45 C 0.876 -1.465 -5.108
46 C 0.638 -0.915 -3.870
47 H 3.168 -2.217 -2.054
48 H 3.611 -3.267 -4.255
49 H 2.181 -2.752 -6.202
50 H 0.225 -1.242 -5.943

---

Record 8
The following is a quantum chemistry calculation of C22H37CsN5O3STe as an isolated structure, from OMol25.

Summary:
Energy relative to the best compared isomer or geometry (same formula, charge and spin)   79.68 kcal/mol
Largest force on an atom   3.151 eV/Å
Calculated total energy   -55681.631 eV
Net charge   -1

Positions of all 70 atoms, in Å:
1 Cs 1.592 -1.697 -0.617
2 N -3.171 -1.118 0.276
3 C -4.183 -0.056 0.213
4 C -3.939 0.791 -1.025
5 N -2.693 1.528 -0.932
6 C -2.171 1.883 -2.244
7 C -1.530 0.672 -2.915
8 N -0.075 0.770 -2.968
9 C -2.730 2.615 0.042
10 C -1.766 2.387 1.202
11 N -0.392 2.697 0.821
12 H -2.260 -0.698 0.096
13 H -3.100 -1.507 1.211
14 H -4.174 0.590 1.101
15 H -5.181 -0.500 0.148
16 H -4.802 1.460 -1.196
17 H -3.871 0.115 -1.882
18 H -1.399 2.641 -2.114
19 H -2.959 2.318 -2.887
20 H -1.970 0.533 -3.912
21 H -1.777 -0.217 -2.333
22 H 0.210 1.359 -3.742
23 H 0.316 -0.151 -3.132
24 H -3.747 2.728 0.439
25 H -2.477 3.561 -0.449
26 H -1.804 1.327 1.463
27 H -2.112 2.947 2.082
28 H 0.263 2.098 1.316
29 H -0.160 3.659 1.033
30 Te 0.209 -0.532 2.455
31 C -5.654 -3.509 -0.705
32 O -5.461 -4.872 -0.357
33 C -4.263 -5.322 0.135
34 C -4.373 -6.469 0.916
35 C -3.260 -7.081 1.464
36 C -2.007 -6.524 1.248
37 C -1.893 -5.380 0.479
38 C -2.999 -4.770 -0.116
39 N -2.824 -3.636 -0.937
40 C -1.648 -3.299 -1.597
41 C -0.730 -4.111 -2.280
42 C -0.846 -5.512 -2.468
43 C 0.114 -6.244 -3.145
44 C 1.232 -5.596 -3.672
45 C 1.368 -4.219 -3.542
46 C 0.416 -3.423 -2.869
47 O 0.569 -2.152 -2.740
48 H -6.729 -3.388 -0.827
49 H -5.156 -3.247 -1.637
50 H -5.312 -2.840 0.090
51 H -5.367 -6.870 1.067
52 H -3.374 -7.981 2.055
53 H -1.120 -6.975 1.675
54 H -0.923 -4.937 0.291
55 H -3.298 -2.800 -0.606
56 H -1.503 -2.234 -1.687
57 H -1.723 -6.022 -2.088
58 H -0.004 -7.315 -3.263
59 H 1.990 -6.164 -4.200
60 H 2.218 -3.705 -3.980
61 C 3.507 -3.340 3.538
62 S 2.197 -2.307 2.732
63 C 1.140 -3.771 2.573
64 O 2.832 -2.095 1.383
65 H 3.698 -4.207 2.909
66 H 3.182 -3.627 4.539
67 H 4.384 -2.699 3.592
68 H 0.997 -4.199 3.565
69 H 1.663 -4.477 1.926
70 H 0.179 -3.487 2.154

---

Record 9
The following is a quantum chemistry calculation of C67H78InN2O2S as an isolated structure, from OMol25.

Summary:
Largest force on an atom   0.509 eV/Å
Calculated total energy   -93826.370 eV
Net charge   -1

Positions of all 151 atoms, in Å:
1 C 0.841 -2.985 -0.783
2 C 0.932 -1.483 -0.983
3 C 2.326 -0.917 -1.284
4 In 3.915 -2.262 -2.109
5 C 5.986 -1.432 -1.864
6 C 7.116 -2.454 -1.709
7 C 7.002 -3.453 -0.546
8 C 7.273 -4.904 -0.926
9 C 6.192 -5.578 -1.779
10 C 5.184 -6.370 -0.952
11 C 4.494 -7.476 -1.746
12 S 3.441 -6.800 -3.066
13 C 1.967 -7.631 -2.731
14 N 0.787 -7.194 -3.019
15 N -0.096 -8.223 -2.684
16 C 0.623 -9.169 -2.223
17 O 1.945 -8.885 -2.212
18 O 0.034 -1.111 -2.052
19 C -1.116 -0.434 -1.643
20 C -2.163 -1.311 -0.994
21 C -2.928 -2.167 -1.774
22 C -3.891 -2.995 -1.190
23 C -4.101 -2.953 0.181
24 C -3.338 -2.099 0.965
25 C -2.371 -1.292 0.385
26 H -0.163 -3.271 -0.458
27 H 1.064 -3.514 -1.710
28 H 1.556 -3.300 -0.021
29 H 0.566 -1.011 -0.056
30 H 2.158 -0.068 -1.954
31 H 2.726 -0.496 -0.354
32 H 3.705 -2.619 -3.846
33 H 3.847 -3.774 -1.185
34 H 6.068 -0.677 -1.076
35 H 6.178 -0.908 -2.808
36 H 8.057 -1.905 -1.554
37 H 7.244 -2.988 -2.658
38 H 6.026 -3.358 -0.059
39 H 7.748 -3.186 0.212
40 H 7.378 -5.484 -0.002
41 H 8.245 -4.966 -1.424
42 H 5.660 -4.821 -2.367
43 H 6.664 -6.251 -2.507
44 H 4.419 -5.692 -0.561
45 H 5.682 -6.835 -0.095
46 H 3.873 -8.087 -1.091
47 H 5.234 -8.134 -2.202
48 H 0.282 -10.114 -1.834
49 H -1.555 0.007 -2.544
50 H -0.859 0.396 -0.970
51 H -2.750 -2.199 -2.842
52 H -4.470 -3.664 -1.813
53 H -4.860 -3.582 0.630
54 H -3.505 -2.051 2.035
55 H -1.770 -0.639 1.009
56 C 7.304 -0.460 -5.883
57 C 8.530 -0.875 -6.385
58 C 8.694 -2.186 -6.811
59 C 7.632 -3.077 -6.729
60 C 6.406 -2.662 -6.225
61 C 6.240 -1.349 -5.808
62 H 7.175 0.561 -5.546
63 H 9.358 -0.179 -6.440
64 H 9.651 -2.519 -7.193
65 H 7.772 -4.103 -7.045
66 H 5.580 -3.357 -6.145
67 H 5.289 -1.029 -5.401
68 C -4.974 1.099 1.346
69 C -5.953 0.335 0.725
70 C -7.287 0.519 1.059
71 C -7.645 1.469 2.007
72 C -6.665 2.236 2.621
73 C -5.330 2.050 2.291
74 H -3.934 0.949 1.085
75 H -5.666 -0.402 -0.015
76 H -8.051 -0.079 0.578
77 H -8.687 1.612 2.264
78 H -6.943 2.982 3.357
79 H -4.563 2.645 2.773
80 C -7.008 4.998 8.412
81 C -7.559 3.999 7.622
82 C -6.904 3.580 6.473
83 C -5.693 4.156 6.116
84 C -5.141 5.155 6.906
85 C -5.798 5.577 8.053
86 H -7.519 5.325 9.309
87 H -8.501 3.545 7.902
88 H -7.335 2.802 5.856
89 H -5.180 3.826 5.222
90 H -4.195 5.603 6.628
91 H -5.367 6.356 8.668
92 C -0.869 4.275 -1.886
93 C -0.957 5.038 -3.042
94 C -1.904 4.724 -4.007
95 C -2.767 3.652 -3.812
96 C -2.678 2.892 -2.654
97 C -1.727 3.204 -1.692
98 H -0.129 4.516 -1.133
99 H -0.286 5.875 -3.191
100 H -1.969 5.312 -4.914
101 H -3.504 3.406 -4.565
102 H -3.346 2.053 -2.502
103 H -1.655 2.608 -0.792
104 C 8.974 -5.512 -4.312
105 C 10.335 -5.419 -4.062
106 C 11.221 -6.271 -4.708
107 C 10.745 -7.215 -5.608
108 C 9.382 -7.308 -5.859
109 C 8.498 -6.457 -5.210
110 H 8.281 -4.848 -3.809
111 H 10.704 -4.679 -3.363
112 H 12.283 -6.198 -4.511
113 H 11.435 -7.878 -6.114
114 H 9.010 -8.044 -6.560
115 H 7.434 -6.528 -5.403
116 C -13.579 4.363 9.570
117 C -13.410 3.164 10.249
118 C -12.145 2.607 10.370
119 C -11.048 3.251 9.814
120 C -11.217 4.450 9.136
121 C -12.482 5.006 9.013
122 H -14.566 4.797 9.474
123 H -14.266 2.663 10.683
124 H -12.013 1.671 10.897
125 H -10.060 2.817 9.910
126 H -10.361 4.952 8.703
127 H -12.614 5.939 8.481
128 C 2.638 2.188 1.293
129 C 1.324 2.298 0.862
130 C 0.400 2.999 1.626
131 C 0.789 3.596 2.817
132 C 2.105 3.489 3.246
133 C 3.028 2.784 2.485
134 H 3.353 1.633 0.699
135 H 1.023 1.832 -0.069
136 H -0.628 3.077 1.292
137 H 0.068 4.144 3.411
138 H 2.411 3.954 4.175
139 H 4.052 2.695 2.823
140 C -2.390 8.048 0.542
141 C -2.434 7.301 -0.627
142 C -2.677 7.928 -1.841
143 C -2.869 9.302 -1.885
144 C -2.821 10.050 -0.716
145 C -2.583 9.422 0.498
146 H -2.202 7.558 1.489
147 H -2.280 6.230 -0.594
148 H -2.716 7.343 -2.750
149 H -3.057 9.792 -2.832
150 H -2.969 11.122 -0.752
151 H -2.547 10.004 1.411